Model P:
Density functional theory data (the ωB97M-V functional and the def2-TZVPD basis) for 2 unconnected molecules or ions with the total composition C2H3BrO.

```
7
Properties=species:S:1:pos:R:3
C 0.93192 -0.17185 0.58628
C -0.24399 0.06313 1.07036
O -1.73621 0.47267 -1.07896
Br -0.55053 0.03480 -2.23059
H 1.81664 -0.31953 1.23419
H 1.13095 -0.22521 -0.64139
H -1.34880 0.14600 1.06011
```

Calculated values
Orbital gap (spin up / spin down) ... 6.681 / 6.683 eV
LUMO (spin up / spin down) ... -2.08 / -2.07 eV
M ... 122.95 g mol⁻¹


Model Q:
Density functional theory data (the ωB97M-V functional and the def2-TZVPD basis) for a molecular structure, C2H3BrO.

```
7
Properties=species:S:1:pos:R:3
C 0.59425 -0.65856 -0.00467
C -0.22768 0.55576 0.07675
O 1.46839 -0.92726 -0.77954
Br -2.01334 -0.13519 -0.44282
H 0.21355 -1.35958 0.91224
H -0.35772 0.96345 0.99175
H 0.32254 1.56137 -0.75371
```

Calculated values
Orbital gap ... 10.378 eV
LUMO ... -0.01 eV
M ... 122.95 g mol⁻¹


Bottom line: model Q, by a margin of 462.1 kJ/mol.